# C6H13O2

2 unconnected molecules or ions with the total composition C6H13O2 in a non-equilibrium geometry (ωB97M-V/def2-TZVPD, the OMol25 dataset).

Last column: Mulliken charge in e.
Geometry (Å):
C  1.16805  -0.39457  0.91376  1.037
C  0.94126  -1.07975  -0.39844  -1.318
C  1.67667  -1.48604  1.94589  -1.553
C  1.96047  0.89312  1.06493  -1.429
H  0.17846  -0.14238  1.29538  0.122
H  -0.06970  -1.35856  -0.69564  0.275
H  2.70280  -1.76521  1.73049  0.348
H  1.53406  -1.16210  2.97698  0.425
H  0.95698  -2.29320  1.80901  0.377
H  1.53395  1.64093  0.39216  0.368
H  1.89281  1.16914  2.12400  0.338
H  3.05002  0.83717  0.92243  0.335
H  1.42424  -2.06519  -0.56657  0.350
H  1.23338  -0.49045  -1.27737  0.340
C  -3.49421  1.27872  -1.88497  -1.006
C  -2.03542  0.96321  -1.46224  0.647
O  -1.83809  -0.06379  -0.78177  -0.715
O  -1.15885  1.78245  -1.87128  -0.742
H  -4.23444  1.72865  -1.24519  0.251
H  -3.90893  0.27623  -2.11275  0.259
H  -3.51352  1.73164  -2.87880  0.289

## Properties
Charge: -1
HOMO: -3.9 eV
Electronic energy: -386.92417 a.u.
Orbital gap: 7.642 eV
LUMO level: 3.7 eV
Energy relative to the best compared isomer or geometry (same formula, charge and spin): 22.18 kcal/mol



# C32H77BN7O15

8 unconnected molecules or ions with the total composition C32H77BN7O15 in a non-equilibrium geometry (ωB97M-V/def2-TZVPD, the OMol25 dataset).

Last column: Mulliken charge in e.
Geometry (Å):
O  4.29074  -1.68346  -2.19224  -0.609
C  3.14645  -1.32179  -2.42564  0.334
O  2.46166  -0.29098  -1.86157  0.046
B  1.04323  -0.50391  -1.92006  1.243
O  0.88744  -1.44063  -3.01325  -0.766
C  2.10267  -2.09030  -3.26936  0.481
O  2.14756  -3.13433  -3.95633  -0.659
O  0.36972  0.81819  -2.22224  -0.379
C  -0.63036  0.96534  -1.40347  -0.457
O  -1.47755  1.85915  -1.40079  -0.851
C  -0.61420  -0.19396  -0.43714  0.721
O  0.43645  -0.95220  -0.71709  0.347
O  -1.43160  -0.35693  0.39976  -0.398
C  -0.13442  -3.02314  1.92673  -1.213
C  0.79572  -2.05266  2.69568  1.729
C  1.19350  -2.55605  4.09066  -1.148
O  0.07554  -2.41555  4.86867  -0.199
C  0.02442  -3.29047  5.96016  -0.907
N  1.96073  -1.72584  1.91472  -0.074
H  -0.61497  -2.62429  1.03337  -0.182
H  -0.92900  -3.25835  2.63484  0.441
H  0.32226  -3.97259  1.64730  0.299
H  0.17759  -1.17438  2.88178  -0.470
H  2.01739  -1.89041  4.34801  0.320
H  1.55678  -3.57970  3.99976  0.451
H  0.95008  -3.32091  6.53491  0.318
H  -0.36558  -4.22442  5.55552  0.353
H  -0.74582  -2.93564  6.64493  0.217
H  2.49802  -2.57943  1.86188  0.365
H  1.60511  -1.66644  0.97126  -0.449
C  -4.01645  -1.89741  2.42662  -0.611
C  -5.40508  -2.55389  2.18718  0.241
C  -6.10357  -2.20926  0.85062  -0.715
O  -6.52641  -0.88045  0.95886  -0.270
C  -7.32284  -0.33266  -0.08896  -0.898
N  -5.24930  -3.97381  2.30063  -0.514
H  -3.71826  -2.27748  3.40372  0.433
H  -4.21990  -0.83837  2.58518  -0.111
H  -3.24991  -1.99947  1.65844  -0.018
H  -6.08698  -2.13897  2.92944  0.240
H  -7.00733  -2.78382  0.64768  0.559
H  -5.43606  -2.33710  -0.00154  0.228
H  -8.27015  -0.84435  -0.25887  0.335
H  -6.73640  -0.49572  -0.99317  0.378
H  -7.38350  0.75090  0.01266  0.253
H  -5.04282  -4.16479  3.27068  0.253
H  -6.13398  -4.31037  1.94828  0.257
C  2.21717  1.59460  3.64344  -1.990
C  1.64878  1.77248  2.24835  2.139
C  0.85944  3.03835  1.95952  -0.108
O  1.73028  4.25881  1.83851  -0.358
C  0.98736  5.51550  2.12257  -0.890
N  2.56366  1.39704  1.15529  -0.384
H  2.81522  0.70687  3.84928  0.331
H  1.48065  1.57139  4.44662  0.351
H  2.91687  2.38922  3.90248  0.381
H  1.12150  0.82508  2.13653  -0.782
H  0.18105  3.17717  2.80131  0.361
H  0.32813  2.88083  1.02091  -0.071
H  0.83689  5.55656  3.20135  0.337
H  -0.03769  5.56690  1.75550  0.305
H  1.45629  6.46470  1.86331  0.285
H  2.85087  0.45869  1.39427  -0.001
H  2.03996  1.16261  0.32410  -0.109
C  5.89382  0.31466  1.51724  -0.955
C  6.41736  1.76287  1.63400  0.469
C  6.61936  2.52941  0.30272  -0.922
O  5.33785  2.35077  -0.38482  -0.277
C  5.46643  1.71374  -1.73992  -0.618
N  5.45175  2.47314  2.52043  -0.572
H  5.08451  0.33143  0.78727  -0.204
H  5.48682  -0.15841  2.41091  0.437
H  6.65256  -0.30912  1.04468  0.371
H  7.32906  1.82012  2.22867  0.390
H  7.44135  2.06577  -0.24270  0.416
H  6.96491  3.55440  0.43719  0.346
H  6.17642  2.17726  -2.42489  0.368
H  4.46799  1.53707  -2.13991  0.048
H  5.77947  0.69056  -1.53204  0.319
H  5.33074  1.98177  3.39451  0.201
H  5.91758  3.27221  2.92612  0.227
C  1.48091  -5.56168  -1.77634  -1.357
C  0.01712  -5.45321  -2.32331  0.345
C  -0.80146  -4.65962  -1.38177  0.077
O  -2.14586  -4.91121  -1.73960  -0.505
C  -3.06406  -4.41263  -0.71572  -0.451
N  -0.11784  -5.10362  -3.69586  -0.707
H  2.07552  -6.00131  -2.57714  0.431
H  1.59131  -6.40262  -1.09170  0.438
H  1.92999  -4.68702  -1.30582  0.147
H  -0.38684  -6.46541  -2.30399  0.441
H  -0.43784  -3.64340  -1.53401  -0.277
H  -0.69354  -4.92587  -0.33032  0.275
H  -2.96432  -3.32939  -0.64684  0.016
H  -2.80752  -4.82228  0.26125  0.298
H  -4.11257  -4.57619  -0.96469  0.328
H  0.25840  -4.16683  -3.66477  0.248
H  0.62128  -5.69524  -4.04769  0.327
C  1.45932  1.84395  -5.47369  -0.996
C  1.21424  2.66686  -6.81549  0.276
C  1.44493  4.15108  -6.75820  -0.921
O  0.54284  4.91945  -5.89616  -0.316
C  -0.80091  4.87533  -6.33767  -0.797
N  2.06935  2.01856  -7.78981  -0.817
H  0.76325  2.12645  -4.68388  0.228
H  2.45661  2.02723  -5.07381  0.364
H  1.34324  0.79307  -5.73879  0.278
H  0.30509  2.55738  -7.40672  0.488
H  1.40769  4.56358  -7.76644  0.439
H  2.44670  4.29966  -6.35512  0.318
H  -1.21920  3.87155  -6.26321  0.281
H  -1.04968  5.23575  -7.33583  0.318
H  -1.49569  5.42205  -5.70011  0.290
H  1.37152  1.34448  -8.07044  0.314
H  2.30236  2.62457  -8.56348  0.229
C  -4.63245  2.27318  0.05060  -1.472
C  -3.90819  2.97775  1.10624  0.420
C  -3.60144  2.00915  2.27711  0.097
O  -2.75089  2.75803  3.21520  -0.358
C  -2.43389  2.11362  4.43613  -0.722
N  -2.70376  3.61407  0.53490  -0.811
H  -4.96339  2.86137  -0.80533  0.383
H  -5.55605  2.04247  0.58149  0.368
H  -4.13786  1.34967  -0.25040  0.254
H  -4.42518  3.79940  1.60193  0.313
H  -3.09254  1.18071  1.78436  -0.384
H  -4.48152  1.57974  2.75582  0.549
H  -2.09143  1.09300  4.26538  0.155
H  -3.18048  1.99383  5.22121  0.337
H  -1.67363  2.72333  4.92435  0.308
H  -2.53258  3.07955  -0.30480  0.464
H  -1.86437  3.48584  1.08178  0.267

## Properties
Charge: -1
HOMO: -5.6 eV
Electronic energy: -2802.19708 a.u.
Orbital gap: 7.852 eV
LUMO level: 2.3 eV
Energy relative to the best compared isomer or geometry (same formula, charge and spin): 122.95 kcal/mol